# 1
Density functional theory data (wB97M-V/def2-TZVPD) for a cluster of 11 separate species, C7H32O10 in total in a non-equilibrium geometry.

## Properties
**Orbital gap**: 8.8 eV
**SMILES string**: C=C(C)/C(C)=C/C.O.O.O.O.O.O.O.O.O.O
**HOMO energy**: -8.706 eV
**E_tot**: -1038.21225 a.u.

Structure (ORCA input):
```
! wB97M-V def2-TZVPD RIJCOSX def2/J DEFGRID3
* xyz 0 1
C -0.154 -0.379 0.473
C 0.800 -1.545 1.001
C 0.272 -2.376 1.896
C 2.293 -1.204 -0.893
C 2.167 -1.477 0.399
C 3.240 -1.399 1.424
C 3.594 -1.079 -1.569
H 0.330 0.571 0.622
H -0.397 -0.583 -0.565
H -1.069 -0.493 1.018
H 0.918 -3.120 2.342
H -0.729 -2.288 2.246
H 1.429 -1.198 -1.542
H 4.189 -1.761 0.934
H 3.427 -0.360 1.740
H 3.049 -2.081 2.232
H 3.919 0.001 -1.312
H 4.530 -1.595 -1.357
H 3.427 -0.933 -2.652
H 1.172 2.229 -1.407
H 1.645 1.214 -0.466
O 2.014 1.787 -1.165
H 1.852 0.494 3.438
H 2.091 1.265 2.229
O 1.531 1.306 3.018
H -3.579 -2.261 -0.562
H -3.666 -1.011 -1.448
O -3.386 -1.929 -1.430
H -1.790 1.568 2.264
H -3.343 1.336 2.182
O -2.643 1.989 2.078
H -3.381 -3.135 1.517
H -1.939 -3.141 0.833
O -2.431 -3.270 1.656
H -0.498 3.826 -1.584
H -0.846 3.034 -0.365
O -0.463 2.917 -1.243
H -1.682 1.885 -2.868
H -2.747 1.208 -3.706
O -2.574 2.016 -3.218
H -3.613 0.789 -0.285
H -2.639 0.550 0.799
O -3.356 0.088 0.330
H 1.544 3.944 2.053
H 0.120 3.746 2.355
O 0.677 3.972 1.602
H -1.839 -1.230 -4.152
H -0.349 -1.237 -4.476
O -1.117 -0.654 -4.417
*
```


# 2
Density functional theory data (wB97M-V/def2-TZVPD) for an isolated molecule of C5H11NO2 in a non-equilibrium geometry.

## Properties
**Orbital gap**: 9.6 eV
**SMILES string**: C[C@H](C(=O)O)N(C)C
**HOMO energy**: -8.836 eV
**E_tot**: -402.34042 a.u.

Structure (ORCA input):
```
! wB97M-V def2-TZVPD RIJCOSX def2/J DEFGRID3
* xyz 0 1
C 0.801 1.780 -0.443
N 1.129 0.398 -0.063
C 2.264 -0.074 -0.857
C -0.832 -0.478 -1.532
C -0.011 -0.508 -0.244
C -0.972 -0.376 0.937
O -1.189 -1.562 1.543
O -1.483 0.646 1.298
H -0.280 1.906 -0.363
H 1.117 2.477 0.346
H 1.211 2.075 -1.410
H 2.218 0.257 -1.897
H 3.178 0.362 -0.438
H 2.404 -1.153 -0.788
H -1.531 -1.314 -1.585
H -0.164 -0.503 -2.397
H -1.436 0.431 -1.584
H 0.435 -1.498 -0.134
H -1.660 -1.421 2.377
*
```


# 3
Density functional theory data (wB97M-V/def2-TZVPD) for a structure of composition H21O11 in a non-equilibrium geometry.

## Properties
**Orbital gap**: 8.8 eV
**HOMO energy**: -6.256 eV
**E_tot**: -840.22889 a.u.

Structure (ORCA input):
```
! wB97M-V def2-TZVPD RIJCOSX def2/J DEFGRID3
* xyz -1 1
O 0.156 1.337 -3.879
H -0.773 1.142 -4.073
H 0.184 0.991 -2.960
O -2.071 -4.169 -1.364
H -1.277 -3.676 -1.162
H -2.733 -3.690 -1.869
O 0.175 -2.359 -1.837
H -1.906 -0.315 2.763
H 4.527 1.134 -0.178
O -0.893 -0.723 0.328
H -0.192 -1.373 0.287
H 0.708 1.169 4.437
O -0.861 -1.666 2.578
H -1.534 -0.476 -2.108
H 0.195 0.259 -1.290
O 4.037 1.898 0.163
H 3.329 1.927 -0.493
H 0.119 0.766 0.160
O 0.533 0.956 -0.740
H -0.066 -1.434 -1.878
O -2.294 0.268 3.456
H 0.978 -2.200 -1.313
H -2.594 -0.494 3.965
O 2.227 4.369 -1.254
H 1.386 3.902 -1.234
H 2.681 3.885 -0.543
O -2.369 -0.071 -1.858
H 0.016 -1.965 2.808
H -2.087 0.038 -0.915
O 1.256 0.381 4.502
H -0.875 -0.882 1.612
H 0.706 -0.196 3.963
*
```


# 4
Density functional theory data (wB97M-V/def2-TZVPD) for a structure of composition C50H116BMgN3O37 in a non-equilibrium geometry.

## Properties
**Orbital gap**: 7.6 eV
**HOMO energy**: -8.233 eV
**E_tot**: -5147.22658 a.u.

Structure (ORCA input):
```
! wB97M-V def2-TZVPD RIJCOSX def2/J DEFGRID3
* xyz 0 1
Mg -4.153 -1.033 4.074
O -0.675 0.825 -3.042
C -0.378 0.279 -1.983
O -0.966 0.455 -0.857
B -0.367 -0.490 0.192
O 0.647 -1.250 -0.568
C 0.763 -0.753 -1.761
O 1.467 -1.232 -2.684
O -1.476 -1.267 0.771
C -1.745 -0.818 1.994
O -2.673 -1.167 2.732
C -0.559 0.125 2.336
O 0.202 0.233 1.272
O -0.327 0.666 3.414
N -3.442 2.024 4.159
O -3.713 2.771 3.210
O -3.826 0.877 4.252
O -2.635 2.460 5.021
C 0.680 -3.735 1.674
N 0.272 -3.651 3.109
O 0.419 -2.613 3.704
O -0.136 -4.646 3.669
H 1.276 -2.895 1.318
H -0.231 -3.703 1.075
H 1.214 -4.680 1.580
C -1.636 3.664 -1.002
N -3.098 3.323 -0.870
O -3.882 4.274 -0.920
O -3.402 2.165 -0.578
H -1.203 3.764 -0.007
H -1.642 4.658 -1.449
H -0.977 3.123 -1.682
C 3.619 -0.667 1.036
O 3.612 -1.708 2.005
C 4.317 -2.843 1.594
C 4.399 -3.711 2.852
O 5.531 -3.373 3.680
C 5.720 -4.257 4.779
H 2.854 -0.820 0.275
H 4.543 -0.486 0.486
H 3.323 0.247 1.551
H 5.330 -2.676 1.229
H 3.805 -3.328 0.763
H 4.441 -4.746 2.511
H 3.460 -3.754 3.402
H 6.686 -4.031 5.232
H 5.584 -5.311 4.538
H 4.998 -4.113 5.583
C -5.620 -0.277 1.603
O -5.639 -0.639 2.968
C -6.785 -0.107 3.607
C -6.839 -0.550 5.084
O -5.501 -0.827 5.533
C -5.487 -0.875 6.996
H -5.554 0.799 1.443
H -6.423 -0.688 0.992
H -4.690 -0.640 1.167
H -7.688 -0.470 3.117
H -6.867 0.975 3.502
H -7.452 -1.435 5.256
H -7.239 0.260 5.693
H -6.061 -1.650 7.504
H -5.813 0.098 7.364
H -4.488 -1.016 7.407
C 2.330 3.468 -5.283
O 2.211 2.162 -5.829
C 2.857 1.158 -4.959
C 3.298 -0.080 -5.814
O 4.339 0.107 -6.779
C 4.163 1.161 -7.651
H 3.341 3.870 -5.360
H 1.940 3.588 -4.272
H 1.765 4.150 -5.919
H 2.218 0.871 -4.124
H 3.793 1.512 -4.527
H 2.433 -0.549 -6.281
H 3.652 -0.810 -5.087
H 3.121 1.237 -7.961
H 4.856 1.044 -8.484
H 4.335 2.036 -7.025
C 5.661 3.648 -3.020
O 6.155 2.321 -3.285
C 6.425 1.554 -2.061
C 6.431 0.105 -2.409
O 5.054 -0.333 -2.520
C 5.013 -1.733 -2.666
H 5.765 4.269 -3.909
H 6.239 4.126 -2.229
H 4.622 3.608 -2.693
H 5.652 1.717 -1.311
H 7.361 1.860 -1.593
H 7.058 -0.456 -1.715
H 6.957 0.074 -3.363
H 5.762 -2.080 -3.378
H 4.020 -1.904 -3.081
H 5.117 -2.206 -1.689
C 1.629 -7.270 -3.787
O 1.729 -6.606 -2.526
C 0.768 -5.601 -2.191
C 0.739 -4.313 -3.057
O 0.303 -4.554 -4.387
C 0.610 -3.520 -5.310
H 2.429 -7.996 -3.927
H 1.788 -6.521 -4.563
H 0.641 -7.725 -3.868
H 0.960 -5.294 -1.163
H -0.172 -6.152 -2.211
H 1.803 -4.079 -3.001
H 0.127 -3.554 -2.570
H 0.300 -2.548 -4.927
H 0.103 -3.672 -6.263
H 1.668 -3.399 -5.541
C 1.619 7.481 1.492
O 1.768 6.232 0.910
C 1.463 6.116 -0.524
C 1.882 4.786 -1.080
O 1.586 3.640 -0.234
C 2.037 2.463 -0.894
H 1.937 8.316 0.867
H 2.139 7.431 2.448
H 0.564 7.580 1.748
H 1.934 6.937 -1.064
H 0.399 6.343 -0.575
H 2.943 4.766 -1.326
H 1.401 4.659 -2.050
H 1.497 2.255 -1.818
H 1.717 1.640 -0.255
H 3.107 2.439 -1.096
C 0.572 3.598 3.031
O -0.505 4.117 3.829
C -1.285 5.057 3.093
C -1.980 5.921 4.119
O -2.599 5.115 5.083
C -4.001 5.367 5.226
H 0.306 3.064 2.119
H 1.178 2.910 3.621
H 1.217 4.436 2.765
H -1.975 4.506 2.455
H -0.628 5.641 2.449
H -2.633 6.608 3.581
H -1.154 6.469 4.573
H -4.232 4.911 6.188
H -4.655 4.997 4.436
H -4.154 6.402 5.535
C -0.594 0.796 -6.522
O -0.356 -0.369 -7.345
C -1.153 -0.481 -8.512
C -2.702 -0.680 -8.322
O -3.029 -1.931 -7.719
C -2.763 -1.996 -6.306
H -0.034 0.657 -5.597
H -1.616 0.792 -6.143
H -0.310 1.740 -6.986
H -0.813 -1.378 -9.030
H -0.974 0.347 -9.198
H -3.268 -0.653 -9.253
H -3.143 0.155 -7.779
H -3.149 -1.095 -5.830
H -1.700 -2.111 -6.097
H -3.270 -2.884 -5.928
C -2.783 -2.002 -2.317
O -3.664 -2.785 -3.134
C -5.061 -2.401 -2.839
C -5.948 -3.340 -3.582
O -7.363 -3.176 -3.386
C -7.853 -1.787 -3.499
H -1.806 -2.478 -2.396
H -3.131 -2.007 -1.284
H -2.782 -0.978 -2.690
H -5.178 -1.380 -3.202
H -5.310 -2.314 -1.781
H -5.665 -4.379 -3.413
H -5.763 -3.166 -4.642
H -8.924 -1.933 -3.359
H -7.648 -1.327 -4.466
H -7.601 -1.039 -2.747
C 5.105 3.746 6.114
O 4.576 2.415 5.881
C 5.125 1.865 4.706
C 4.214 0.731 4.225
O 3.699 0.087 5.362
C 2.756 -0.925 5.087
H 4.702 4.145 7.044
H 4.967 4.463 5.305
H 6.190 3.708 6.218
H 6.141 1.506 4.869
H 5.223 2.538 3.854
H 4.831 0.082 3.603
H 3.400 1.177 3.654
H 3.239 -1.555 4.339
H 1.849 -0.507 4.651
H 2.463 -1.596 5.895
C -1.858 -0.777 6.251
O -2.581 -1.557 5.270
C -2.454 -2.951 5.537
C -3.181 -3.702 4.421
O -4.327 -2.930 3.990
C -5.289 -3.783 3.354
H -2.175 0.266 6.250
H -0.780 -0.875 6.128
H -2.115 -1.136 7.248
H -2.950 -3.164 6.484
H -1.461 -3.385 5.653
H -3.422 -4.746 4.625
H -2.552 -3.743 3.532
H -6.164 -3.178 3.592
H -5.408 -4.724 3.892
H -5.114 -3.937 2.289
*
```


# 5
Density functional theory data (wB97M-V/def2-TZVPD) for an isolated molecule of C2HO2P in a non-equilibrium geometry.

## Properties
**Orbital gap**: 9.2 eV
**SMILES string**: [H]/P=c1\oc1=O
**HOMO energy**: -10.081 eV
**E_tot**: -568.53300 a.u.

Structure (ORCA input):
```
! wB97M-V def2-TZVPD RIJCOSX def2/J DEFGRID3
* xyz 0 1
C -0.576 1.115 -0.285
C 0.301 0.043 0.178
O -0.949 2.202 -0.636
O -1.117 -0.063 -0.074
P 1.573 -1.014 0.558
H 0.768 -2.283 0.260
*
```


# 6
Density functional theory data (wB97M-V/def2-TZVPD) for an isolated molecule of C3H6O2.

## Properties
**Orbital gap**: 11.2 eV
**SMILES string**: O[C@H]1CCO1
**HOMO energy**: -10.215 eV
**E_tot**: -268.34474 a.u.

Structure (ORCA input):
```
! wB97M-V def2-TZVPD RIJCOSX def2/J DEFGRID3
* xyz 0 1
O -0.427 -0.798 0.777
C 0.931 -0.645 0.316
C 0.466 0.191 -0.880
C -0.891 0.177 -0.155
O -1.214 1.345 0.539
H -0.865 1.174 1.427
H 1.393 -1.619 0.132
H 1.547 -0.085 1.030
H 0.484 -0.344 -1.832
H 0.905 1.183 -0.993
H -1.772 -0.145 -0.723
*
```


Which value of HOMO energy does entry 4 give?
-8.233 eV